C12H48Al2O16P | ωB97M-V/def2-TZVPD

* energy relative to the best compared isomer or geometry (same formula, charge and spin): 1.2042 eV
* Kohn-Sham gap: 2.73 eV
* charge: +3
* LUMO energy: -14.94 eV

Last column: Mulliken charge in e.
CARTESIAN COORDINATES (ANGSTROEM)
Al -0.7036 28.8320 -2.2824  1.07
Al 0.8615 23.9578 -4.0116  0.97
P 1.2278 27.4070 -4.7352  -0.71
O 0.7380 26.7512 -3.4017  -1.13
O 2.7457 27.6347 -4.6563  0.53
O 0.3512 28.6311 -4.9285  -0.56
O 0.9690 26.2934 -5.7782  0.89
C 1.0273 26.9959 -8.9306  -0.31
O 1.8528 26.1344 -8.1613  -0.49
H 1.1217 28.0179 -8.5530  0.02
H 1.2589 26.9085 -9.9851  0.42
H -0.0224 26.7160 -8.6875  0.19
H 1.7485 26.3839 -7.2059  0.15
C 3.0335 31.0159 -2.7981  -0.71
O 2.2826 29.8284 -2.9545  0.14
H 3.8841 30.8057 -2.1304  0.34
H 3.4242 31.3492 -3.7656  0.26
H 2.4284 31.7884 -2.3355  0.27
H 2.7409 29.1970 -3.5405  -0.07
C 2.1796 22.6657 -7.9532  -0.63
O 1.4059 23.4931 -7.1012  -0.28
H 3.2287 22.9880 -7.9580  0.30
H 2.0872 21.6443 -7.5974  0.29
H 1.8085 22.6945 -8.9849  0.29
H 1.4891 24.4009 -7.4418  0.23
C -1.5954 29.6361 -7.5423  -0.76
O -1.2041 28.3346 -7.0684  -0.18
H -0.8363 30.0203 -8.2253  0.20
H -2.5484 29.5266 -8.0487  0.36
H -1.6680 30.3399 -6.7083  0.28
H -0.5992 28.3905 -6.2906  0.26
C 4.3255 24.5113 -5.9144  -0.61
O 3.3771 24.9053 -4.9260  -0.27
H 5.3049 24.9248 -5.6441  0.29
H 4.3518 23.4267 -5.9411  0.38
H 4.0729 24.8754 -6.9221  0.15
H 3.2761 25.8762 -4.9511  0.04
C 2.2873 27.8427 0.3949  -0.68
O 1.6911 27.7634 -0.8951  -0.20
H 3.2866 28.2768 0.3039  0.31
H 1.6719 28.4794 1.0261  0.31
H 2.3824 26.8480 0.8518  0.29
H 2.4394 27.5513 -1.4930  0.60
C -0.2625 33.0715 -3.3040  -0.75
O -0.2608 31.6884 -3.6511  -0.32
H 0.6851 33.5608 -3.5367  0.33
H -1.0362 33.5790 -3.8999  0.30
H -0.5285 33.1708 -2.2570  0.32
H 0.0741 31.5760 -4.5561  0.37
C 5.4099 27.0708 -2.3669  -0.65
O 4.0008 27.2960 -2.2694  -0.56
H 5.7851 26.8071 -1.3844  0.32
H 5.6111 26.2897 -3.1122  0.17
H 5.9305 27.9738 -2.7036  0.31
H 3.6308 27.5364 -3.1358  0.26
C -3.9879 28.9208 -4.7768  -0.76
O -2.6263 28.5066 -4.5287  -0.13
H -4.5721 28.6972 -3.8870  0.31
H -4.0505 29.9837 -5.0053  0.27
H -4.4114 28.3192 -5.5846  0.30
H -2.2133 28.3114 -5.3871  0.08
C 2.1143 30.7458 -6.8227  -0.47
O 1.0248 30.9014 -5.9603  -0.60
H 1.8253 30.9577 -7.8626  0.40
H 2.9648 31.3888 -6.5734  0.37
H 2.4671 29.7016 -6.8348  -0.18
H 0.7588 30.0329 -5.5598  0.49
C -2.3373 25.4965 -6.0905  -0.29
O -1.1188 24.8984 -6.4087  -0.38
H -2.4948 26.3428 -6.7807  0.09
H -3.1606 24.7950 -6.1797  0.44
H -2.3338 25.9130 -5.0652  0.21
H -0.3918 25.5652 -6.3863  0.24
C 5.2015 28.4191 -6.7804  -0.34
O 5.2010 28.2756 -5.3831  -0.48
H 4.6696 27.5807 -7.2560  0.10
H 4.6624 29.3430 -7.0601  0.13
H 6.2099 28.4258 -7.1836  0.36
H 4.3013 27.9966 -5.0992  0.47

Cartesian forces, eV/Å:
1.317 -0.427 -1.694
0.328 0.807 -0.623
-0.191 -0.527 0.580
-0.541 -0.280 0.412
-0.547 0.472 -0.044
0.162 0.169 0.100
-0.153 0.000 -0.167
-0.035 0.017 1.084
-0.004 0.031 -0.042
0.094 0.060 -0.279
-0.095 -0.210 -0.075
-0.029 0.045 -0.491
0.088 0.048 -0.243
0.275 -0.119 -0.001
-0.306 -0.160 0.319
0.066 0.106 -0.117
0.079 0.027 0.064
-0.215 -0.119 -0.026
-0.019 0.219 -0.118
-0.328 -0.396 0.009
0.300 0.297 0.165
-0.001 0.028 -0.058
0.082 -0.005 0.050
0.049 0.134 -0.015
-0.036 -0.024 -0.124
0.532 -0.219 0.122
-0.313 -0.253 0.503
-0.125 0.033 -0.131
-0.024 0.102 -0.027
-0.162 -0.010 -0.017
-0.015 0.387 -0.614
-0.024 -0.006 -0.143
-0.419 -0.256 0.059
0.007 -0.142 -0.047
0.180 -0.008 0.161
-0.087 0.128 0.172
-0.055 -0.045 0.061
0.190 0.759 -0.018
-0.435 -0.206 0.123
-0.009 -0.086 0.102
-0.087 -0.162 0.098
-0.145 -0.062 -0.130
-0.003 0.083 -0.149
-0.244 0.164 -0.365
-0.413 -0.365 0.269
0.056 -0.104 0.152
0.027 -0.029 0.095
0.108 -0.029 0.053
0.258 0.223 0.049
0.138 0.450 -0.213
-0.226 0.069 0.051
-0.080 -0.240 -0.022
0.003 -0.066 0.231
-0.103 -0.041 0.024
0.284 -0.361 -0.017
-0.120 -0.244 0.286
0.194 -0.125 0.511
0.064 0.125 0.055
0.045 -0.038 -0.072
0.089 0.146 -0.096
0.096 0.222 0.030
0.291 -0.692 -0.527
-0.026 0.177 0.546
-0.033 0.214 0.119
-0.249 0.218 0.120
-0.100 0.085 0.134
0.255 0.029 -0.316
-0.405 0.338 -0.271
0.387 -0.471 0.377
-0.042 0.048 0.176
0.203 -0.254 -0.032
0.106 0.115 -0.086
-0.128 0.097 0.190
-0.446 -0.442 -0.159
-0.013 -0.123 0.167
-0.072 0.135 0.013
0.208 0.019 -0.099
0.120 0.291 0.276
0.422 0.231 -0.440

C10H13O3 | ωB97M-V/def2-TZVPD

* energy relative to the best compared isomer or geometry (same formula, charge and spin): 0.9198 eV
* Kohn-Sham gap: 7.47 eV
* charge: -1
* LUMO energy: 3.21 eV

Last column: Mulliken charge in e.
CARTESIAN COORDINATES (ANGSTROEM)
C 1.3787 -0.8834 -2.9167  -1.41
C 0.6641 -0.6929 -0.5247  -0.42
C 1.6173 -0.4247 -1.5074  0.52
C 0.8837 -0.3454 0.8048  -0.56
C 2.7736 0.2688 -1.1544  -0.33
C 2.0655 0.3170 1.1163  0.13
C 2.9784 0.7162 0.1441  -0.53
O 2.2126 0.8270 2.4154  -0.53
H -0.2831 -1.1535 -0.7966  0.54
H 0.1094 -0.4005 1.5571  0.54
H 1.8534 -0.2303 -3.6569  0.33
H 0.3150 -0.9733 -3.1219  0.35
H 3.4357 0.6127 -1.9380  0.30
H 3.7290 1.4163 0.4874  0.41
H 2.8472 0.2694 2.8775  0.33
H 1.8554 -1.8560 -3.0625  0.30
C -3.1582 0.8038 -0.0392  -0.29
C -2.7496 1.8090 1.0449  -0.91
C -2.5904 -0.6243 0.2427  0.48
O -2.4457 -0.9187 1.4498  -0.71
O -2.3214 -1.3099 -0.7683  -0.81
H -4.2485 0.7212 0.0295  0.24
H -2.7638 1.0689 -1.0227  0.27
H -3.2915 1.6147 1.9697  0.24
H -2.8470 2.8322 0.6871  0.34
H -1.7080 1.6488 1.3301  0.17

Cartesian forces, eV/Å:
0.433 -0.047 -0.156
-0.015 -0.275 0.071
0.075 -0.029 0.382
0.508 0.631 -0.358
-0.080 0.670 -0.173
-0.442 0.631 0.131
-0.590 -0.642 0.547
0.213 -0.244 0.001
0.030 0.014 0.062
-0.101 -0.461 -0.008
-0.181 0.127 0.119
-0.025 -0.029 -0.057
0.196 -0.119 -0.107
0.348 -0.151 -0.398
-0.066 0.081 0.016
-0.190 -0.154 -0.024
0.414 -0.367 0.779
0.554 -0.501 -0.121
-0.220 0.503 0.309
0.089 -0.194 -0.038
-0.091 -0.232 -0.175
0.026 0.012 -0.715
-0.528 0.216 -0.024
-0.240 0.255 -0.095
-0.246 0.208 0.203
0.129 0.095 -0.169

It is found that the calculated total energy values, taken in the order of the records, are -2514.61681; -614.62748 a.u..